1.
Molecular formula: C17H36O8
Method: DFT, the ωB97M-V functional and the def2-TZVPD basis

The geometry in XYZ format:
```
61
Properties=species:S:1:pos:R:3:mulliken_charge:R:1
C -6.847 -2.741 -1.784 -0.045
C -5.713 -2.937 -1.462 -0.605
C -4.298 -2.879 -1.021 -0.180
C -4.273 -2.182 0.384 -0.394
O -3.814 -0.840 0.290 -0.135
C -4.785 0.018 -0.146 -0.021
O -4.749 0.468 -1.241 -0.431
H -7.841 -2.395 -1.926 0.407
H -3.688 -2.290 -1.707 0.305
H -3.909 -3.896 -0.925 0.185
H -3.558 -2.753 0.981 -0.075
H -5.254 -2.295 0.856 0.512
H -5.594 0.364 0.521 0.409
C 1.643 2.482 1.077 -0.368
O 0.261 2.719 1.308 -0.400
C -0.581 2.041 0.384 -0.669
C -1.098 0.723 0.932 0.025
O -0.048 -0.206 1.178 -0.353
C 0.388 -0.208 2.527 -0.877
H 2.180 2.714 1.997 0.284
H 1.848 1.445 0.805 0.268
H 2.002 3.142 0.282 0.058
H -0.059 1.889 -0.566 0.349
H -1.437 2.696 0.196 0.380
H -1.749 0.272 0.184 0.058
H -1.690 0.880 1.840 0.275
H -0.287 -0.824 3.133 0.297
H 0.435 0.796 2.951 0.461
H 1.385 -0.647 2.555 0.238
C -1.623 -6.986 0.780 -0.821
O -1.673 -5.616 0.411 -0.332
C -1.105 -4.751 1.383 0.060
C 0.338 -4.398 1.069 -0.455
O 1.188 -5.535 1.098 -0.417
C 1.408 -6.098 -0.186 -0.722
H -1.730 -7.581 -0.125 0.278
H -0.682 -7.249 1.266 0.355
H -2.454 -7.216 1.455 0.316
H -1.191 -5.190 2.382 0.295
H -1.695 -3.830 1.367 0.001
H 0.699 -3.712 1.841 0.263
H 0.415 -3.885 0.106 0.355
H 2.192 -5.537 -0.706 0.327
H 0.505 -6.105 -0.798 0.303
H 1.744 -7.125 -0.047 0.255
C 5.430 6.658 -2.648 -0.692
O 4.215 7.255 -2.223 -0.379
C 3.072 6.469 -2.527 -0.668
C 2.631 5.615 -1.351 -0.303
O 3.612 4.655 -0.983 -0.390
C 4.436 5.094 0.086 -0.807
H 6.242 7.112 -2.080 0.251
H 5.444 5.580 -2.480 0.290
H 5.588 6.859 -3.713 0.319
H 3.259 5.849 -3.409 0.350
H 2.264 7.164 -2.771 0.382
H 1.738 5.057 -1.648 0.341
H 2.364 6.238 -0.492 0.335
H 3.924 4.926 1.040 0.312
H 4.701 6.149 0.002 0.381
H 5.350 4.501 0.069 0.260
```

The energy relative to the best compared isomer or geometry (same formula, charge and spin) comes out at 0.00 kJ/mol. Its SMILES is C#CCCOC=O.COCCOC.COCCOC.COCCOC. For the LUMO energy, the calculation gives 0.8 eV. As for the HOMO-LUMO gap: 9.87 eV.

=====

2.
Molecular formula: C17H37Br14FSi
Method: DFT, the ωB97M-V functional and the def2-TZVPD basis

The geometry in XYZ format:
```
70
Properties=species:S:1:pos:R:3:mulliken_charge:R:1
F 4.910 2.112 1.158 -0.343
C 3.507 2.323 1.297 0.089
C 2.999 3.540 0.438 -0.566
C 1.786 4.271 1.208 -0.923
Si 0.267 3.067 1.071 0.806
H 3.292 2.440 2.392 0.287
H 2.992 1.400 0.944 -0.057
H 3.797 4.270 0.182 0.337
H 2.525 3.110 -0.484 0.274
H 2.042 4.467 2.281 0.386
H 1.598 5.228 0.658 0.347
H 0.545 1.951 1.992 -0.253
H 0.354 2.512 -0.297 -0.255
H -1.003 3.751 1.324 -0.275
Br -4.038 -0.829 -1.821 -0.189
C -3.773 -0.546 0.089 -0.227
C -3.362 0.872 0.374 0.056
Br -1.485 1.195 -0.062 -0.088
H -3.046 -1.283 0.424 0.457
H -4.741 -0.759 0.547 -0.062
H -3.442 1.087 1.441 0.373
H -3.944 1.602 -0.185 -0.305
Br 1.548 -0.297 2.457 -0.034
C 3.105 -1.449 2.652 -0.420
C 3.252 -2.392 1.482 -0.558
Br 1.997 -3.878 1.607 -0.159
H 3.009 -1.960 3.606 0.421
H 3.950 -0.761 2.696 0.112
H 4.238 -2.854 1.487 0.350
H 3.086 -1.915 0.519 0.366
Br -5.024 5.250 1.227 -0.142
C -4.787 5.458 -0.697 -0.585
C -5.912 4.809 -1.460 -0.611
Br -5.710 2.872 -1.498 -0.106
H -3.810 5.049 -0.942 0.347
H -4.779 6.534 -0.867 0.373
H -5.896 5.118 -2.504 0.373
H -6.893 5.017 -1.039 0.365
Br -6.290 -0.193 2.373 -0.148
C -7.034 1.582 2.060 -0.130
C -8.522 1.519 1.831 -0.604
Br -8.938 0.876 0.040 -0.136
H -6.489 2.012 1.223 -0.086
H -6.809 2.147 2.964 0.379
H -8.958 2.516 1.884 0.360
H -9.036 0.864 2.530 0.397
Br 0.360 -3.133 -1.792 -0.047
C -1.163 -3.199 -3.001 -0.569
C -1.104 -4.418 -3.885 -0.584
Br 0.201 -4.200 -5.318 -0.158
H -1.170 -2.264 -3.556 0.404
H -2.038 -3.238 -2.356 0.203
H -2.057 -4.571 -4.391 0.413
H -0.834 -5.324 -3.347 0.350
Br 8.715 1.492 5.310 -0.138
C 8.971 1.710 3.391 -0.578
C 7.897 1.000 2.609 -0.566
Br 8.209 -0.926 2.572 -0.137
H 9.973 1.355 3.162 0.384
H 8.922 2.784 3.218 0.360
H 7.913 1.311 1.565 0.347
H 6.899 1.154 3.012 0.328
Br 2.878 -6.272 -2.781 -0.103
C 2.964 -7.128 -4.528 -0.589
C 1.822 -8.091 -4.725 -0.430
Br 2.113 -9.751 -3.745 -0.140
H 3.940 -7.600 -4.602 0.403
H 2.902 -6.312 -5.247 0.291
H 1.747 -8.388 -5.770 0.353
H 0.865 -7.693 -4.396 0.212
```

For the LUMO energy, the calculation gives 0.2 eV. As for the HOMO-LUMO gap: 9.86 eV.

=====

3.
Molecular formula: C17H37ClIN4O7P2S
Method: DFT, the ωB97M-V functional and the def2-TZVPD basis

The geometry in XYZ format:
```
70
Properties=species:S:1:pos:R:3:mulliken_charge:R:1
C -4.567 -5.088 -1.808 -0.917
C -3.501 -4.797 -0.586 -0.445
C -2.554 -3.469 -0.860 0.161
C -0.998 -3.696 -0.345 -0.144
C 0.075 -3.379 -1.582 -0.622
N 1.040 -2.256 -1.155 0.488
C 0.681 -0.932 -1.194 -1.106
N 1.486 0.261 -0.780 -0.123
C 0.853 0.905 0.427 -0.407
C 1.213 0.071 1.788 -0.053
C 2.846 0.318 2.059 -0.351
C 3.368 -0.386 3.465 -0.352
O 2.399 -0.320 4.570 -0.505
C -0.734 1.236 0.192 -1.441
I -0.704 3.159 -0.961 0.358
C -1.557 1.660 1.566 -0.187
Cl -2.120 0.254 2.619 -0.192
C -0.770 2.850 2.440 -0.188
C -1.422 2.894 3.980 -1.001
C -1.541 0.201 -0.788 0.662
S -2.912 1.228 -1.599 -0.223
N -0.730 -0.642 -1.706 1.115
P -0.807 -0.291 -3.421 0.373
N -0.496 1.220 -3.888 -0.660
O 0.429 -1.300 -4.205 -0.540
O -2.345 -0.929 -4.028 -0.486
P 2.656 -2.741 -0.610 -0.274
O 2.840 -2.757 1.117 -0.387
O 3.949 -1.930 -1.439 -0.423
H -4.956 -6.192 -1.712 0.304
H -5.529 -4.389 -1.762 0.239
H -4.095 -4.955 -2.887 0.245
H -2.866 -5.771 -0.423 0.292
H -4.141 -4.600 0.393 0.219
H -3.012 -2.587 -0.222 0.053
H -2.636 -3.230 -2.005 -0.159
H -0.886 -4.840 -0.024 0.379
H -0.720 -3.020 0.589 -0.003
H -0.513 -3.130 -2.565 0.070
H 0.670 -4.379 -1.756 0.482
H 2.505 0.113 -0.703 0.526
H 1.388 1.966 0.548 0.738
H 0.935 -1.074 1.729 -0.147
H 0.696 0.502 2.774 0.398
H 3.521 -0.121 1.209 -0.171
H 2.967 1.481 2.220 0.394
H 3.736 -1.492 3.317 0.214
H 4.319 0.241 3.821 0.232
H 2.422 -1.222 5.049 0.304
H -2.546 2.202 1.172 0.408
H -0.962 3.928 2.001 0.433
H 0.379 2.656 2.545 0.061
H -0.869 2.177 4.727 0.219
H -1.264 4.021 4.335 0.342
H -2.586 2.732 3.927 0.264
H -2.135 -0.558 -0.081 -0.297
H -3.852 1.587 -0.617 0.156
H -1.332 1.577 -4.438 0.248
H 0.144 -1.439 -5.176 0.323
H -2.222 -1.906 -4.218 0.286
H 3.748 -2.319 1.283 0.248
H 4.498 -1.428 -0.767 0.310
O 1.582 5.606 0.598 -0.516
C 2.534 6.398 0.084 -0.289
C 2.245 6.633 -1.473 -0.015
O 3.206 7.411 -1.990 -0.644
H 3.575 6.032 0.143 0.225
H 2.637 7.407 0.522 0.238
H 1.210 7.012 -1.528 0.167
H 2.128 5.625 -1.909 0.092
```

Its total charge is -1. For the LUMO energy, the calculation gives 0.1 eV. As for the HOMO-LUMO gap: 1.93 eV.

=====

4.
Molecular formula: C17H37N2O18S2
Method: DFT, the ωB97M-V functional and the def2-TZVPD basis

The geometry in XYZ format:
```
76
Properties=species:S:1:pos:R:3:mulliken_charge:R:1
N 1.434 3.376 -2.177 -0.372
H 2.421 3.483 -2.400 0.388
H 1.149 4.148 -1.577 0.396
H 1.302 2.441 -1.634 0.126
H 0.882 3.396 -3.031 0.345
N 2.621 -1.055 -2.165 -0.197
H 2.337 -0.137 -1.748 0.138
H 3.631 -1.188 -2.212 0.420
H 2.251 -1.139 -3.119 0.340
H 2.161 -1.748 -1.580 0.293
C 0.112 0.720 -0.096 0.041
O 1.216 1.086 -0.881 -0.927
H -0.204 1.610 0.457 0.090
H -0.671 0.201 -0.673 -0.195
H 0.403 -0.085 0.603 0.086
C -0.568 0.506 -3.934 -1.024
C -2.078 0.587 -3.773 1.011
C -2.592 1.612 -2.736 -0.163
O -3.490 2.436 -3.465 -0.405
C -3.432 2.160 -4.783 0.526
O -3.907 2.816 -5.645 -0.495
O -2.572 1.138 -5.006 -0.432
H -0.178 0.157 -2.974 0.082
H -0.168 1.473 -4.232 0.339
H -0.330 -0.295 -4.632 0.333
H -2.466 -0.414 -3.598 -0.122
H -1.846 2.170 -2.174 0.192
H -3.224 1.037 -2.056 0.223
C 4.126 0.155 1.660 -1.209
C 5.083 -0.981 1.885 0.383
C 4.534 -2.217 2.571 -0.317
O 5.178 -3.273 1.891 -0.322
C 5.660 -2.841 0.694 0.621
O 6.117 -3.549 -0.136 -0.501
O 5.503 -1.497 0.602 -0.378
H 3.289 -0.204 1.061 0.095
H 4.618 0.973 1.135 0.360
H 3.799 0.565 2.616 0.430
H 6.038 -0.716 2.347 0.318
H 3.439 -2.256 2.547 0.185
H 4.746 -2.150 3.639 0.335
C -2.673 -2.251 -1.281 -1.367
C -1.394 -2.987 -1.559 0.607
C -1.532 -4.373 -2.175 -0.570
O -0.396 -4.380 -3.065 -0.343
C -0.060 -3.141 -3.374 0.435
O 0.862 -2.847 -4.081 -0.584
O -0.772 -2.231 -2.652 0.057
H -2.569 -1.206 -0.989 0.152
H -3.302 -2.670 -0.497 0.268
H -3.317 -2.249 -2.165 0.414
H -0.733 -3.001 -0.689 0.182
H -2.443 -4.372 -2.774 0.353
H -1.455 -5.205 -1.487 0.321
C -1.818 -1.334 3.123 -0.008
C -2.586 -1.768 4.361 -0.369
O -3.263 -2.952 3.969 -0.327
S -3.721 -2.871 2.434 1.096
O -4.998 -2.281 2.290 -0.538
O -3.416 -4.111 1.820 -0.527
O -2.563 -1.832 2.011 -0.185
H -0.821 -1.773 3.035 0.178
H -1.680 -0.257 3.039 0.073
H -3.328 -1.029 4.671 0.323
H -1.900 -1.907 5.193 0.330
C -0.577 3.586 2.986 0.061
C -1.219 4.941 2.725 -0.364
O -0.503 5.886 3.531 -0.332
S 0.045 5.173 4.867 1.076
O -0.996 5.207 5.830 -0.528
O 1.335 5.639 5.196 -0.512
O 0.099 3.683 4.240 -0.320
H 0.207 3.288 2.291 0.186
H -1.372 2.845 3.062 0.126
H -2.227 4.989 3.142 0.322
H -1.232 5.290 1.698 0.276
```

Its total charge is +1. For the LUMO energy, the calculation gives -3.4 eV. As for the HOMO-LUMO gap: 8.85 eV.

=====

5.
Molecular formula: C17H37N2O6SSr
Method: DFT, the ωB97M-V functional and the def2-TZVPD basis

The geometry in XYZ format:
```
64
Properties=species:S:1:pos:R:3:mulliken_charge:R:1
Sr -0.162 -0.532 -0.751 0.252
C 0.287 0.201 -3.848 -0.914
C -0.998 0.962 -3.539 -0.424
O -0.979 1.410 -2.186 -0.160
C -2.265 1.850 -1.735 -0.732
C -2.933 0.769 -0.883 -0.307
O -2.102 0.578 0.246 -0.198
C -2.532 -0.388 1.186 -0.412
C -1.483 -0.406 2.300 -0.837
O -0.209 -0.810 1.783 0.568
C 0.090 -2.173 2.069 -0.468
C 1.270 -2.630 1.217 -0.878
O 0.991 -2.642 -0.181 -0.275
C 0.257 -3.760 -0.667 -0.524
C -1.258 -3.536 -0.816 -0.771
O -1.672 -2.333 -1.466 -0.124
C -1.659 -2.376 -2.894 -0.688
C -0.307 -2.129 -3.585 -0.612
O 0.425 -1.007 -3.104 -0.316
H 1.142 0.827 -3.569 0.282
H 0.370 -0.007 -4.920 0.449
H -1.876 0.340 -3.722 0.368
H -1.062 1.843 -4.188 0.480
H -2.905 2.146 -2.574 0.528
H -2.087 2.738 -1.118 0.295
H -3.029 -0.165 -1.439 0.009
H -3.923 1.104 -0.559 0.547
H -2.613 -1.365 0.708 0.007
H -3.506 -0.099 1.592 0.576
H -1.799 -1.046 3.132 0.523
H -1.350 0.610 2.688 0.271
H -0.786 -2.800 1.895 0.413
H 0.358 -2.248 3.129 0.469
H 1.624 -3.617 1.537 0.504
H 2.098 -1.926 1.354 0.052
H 0.437 -4.645 -0.044 0.505
H 0.680 -3.999 -1.645 0.273
H -1.709 -3.504 0.177 0.284
H -1.711 -4.403 -1.313 0.504
H -2.365 -1.610 -3.217 0.255
H -2.082 -3.327 -3.241 0.504
H -0.456 -2.060 -4.669 0.501
H 0.336 -2.998 -3.431 0.271
C 1.878 1.115 4.175 -0.885
C 2.839 1.421 3.042 -0.559
N 2.400 0.796 1.804 0.093
C 2.392 1.346 0.572 0.648
S 2.682 0.374 -0.751 -0.477
N 2.155 2.660 0.383 -0.153
C 1.272 3.514 1.162 -0.194
C 1.923 4.856 1.440 -1.337
H 2.221 1.578 5.105 0.425
H 1.799 0.035 4.338 0.245
H 0.874 1.490 3.953 0.134
H 3.824 1.000 3.274 0.398
H 2.981 2.496 2.920 0.235
H 2.568 -0.204 1.763 -0.085
H 2.211 2.909 -0.598 0.351
H 0.954 3.027 2.086 0.096
H 0.369 3.663 0.560 -0.003
H 2.850 4.735 2.008 0.311
H 1.248 5.497 2.015 0.383
H 2.172 5.370 0.505 0.335
H -0.162 1.484 0.535 -0.008
```

Its total charge is +1. For the LUMO energy, the calculation gives -2.2 eV. As for the HOMO-LUMO gap: 5.62 eV.

=====

6.
Molecular formula: C17H37NReSi4Te
Method: DFT, the ωB97M-V functional and the def2-TZVPD basis

The geometry in XYZ format:
```
61
Properties=species:S:1:pos:R:3:mulliken_charge:R:1
C 0.032 -1.356 -1.909 -0.095
C -1.310 -1.524 -1.414 -0.517
C -1.232 -2.087 -0.088 -0.326
C 0.165 -2.263 0.235 0.051
C 0.941 -1.819 -0.896 -0.883
Re -0.252 -0.199 -0.118 0.424
C -0.978 1.600 -1.061 -0.787
C 0.467 1.921 -1.375 0.332
C 0.785 2.724 -2.444 -1.276
N 1.266 1.222 -0.536 -0.289
H -2.070 -2.390 0.524 0.580
H -2.223 -1.294 -1.952 0.445
H 0.568 -2.691 1.137 0.333
H 2.020 -1.852 -0.969 0.425
H 0.310 -0.984 -2.894 0.389
H -1.590 1.443 -1.946 0.386
H 2.281 1.175 -0.604 0.123
H -1.405 2.343 -0.392 0.420
H -0.045 3.050 -3.066 0.291
H 1.814 2.876 -2.737 0.301
C -1.594 3.327 4.772 -0.955
Si -1.657 1.627 5.575 0.221
C -0.798 1.683 7.249 -0.951
C -3.427 1.030 5.785 -0.998
Si -0.552 0.097 4.160 0.394
Te -1.654 0.514 1.948 -0.503
Si 1.745 0.562 3.990 0.087
C 2.511 0.285 5.687 -0.924
C 2.549 -0.582 2.732 -0.489
C 1.933 2.353 3.450 -0.995
Si -0.900 -2.087 4.981 0.303
C -0.620 -2.074 6.843 -0.974
C -2.671 -2.587 4.604 -0.940
C 0.303 -3.262 4.144 -0.693
H -2.168 4.032 5.391 0.377
H -2.035 3.318 3.766 0.261
H -0.568 3.709 4.691 0.250
H -1.353 2.382 7.893 0.390
H -0.780 0.706 7.751 0.260
H 0.234 2.049 7.167 0.244
H -3.939 0.929 4.817 0.303
H -3.480 0.063 6.305 0.229
H -3.984 1.766 6.387 0.379
H 2.400 -0.756 6.021 0.221
H 3.589 0.504 5.622 0.387
H 2.081 0.940 6.457 0.225
H 2.136 -0.439 1.723 -0.194
H 3.626 -0.358 2.681 0.426
H 2.440 -1.642 2.992 0.196
H 1.443 2.538 2.483 0.252
H 1.519 3.055 4.189 0.236
H 3.005 2.580 3.337 0.383
H -1.336 -1.422 7.365 0.220
H -0.762 -3.096 7.229 0.386
H 0.396 -1.751 7.110 0.281
H -2.861 -2.590 3.522 0.187
H -2.849 -3.605 4.981 0.366
H -3.405 -1.920 5.075 0.244
H 0.163 -3.277 3.055 -0.068
H 1.351 -3.010 4.358 0.248
H 0.124 -4.282 4.516 0.399
```

The energy relative to the best compared isomer or geometry (same formula, charge and spin) comes out at 0.00 kJ/mol. For the LUMO energy (alpha / beta), the calculation gives 0.5 / -1.3 eV. As for the HOMO-LUMO gap (alpha / beta): 7.13 / 5.43 eV. Its spin multiplicity is 4. Its expectation value of S² is 3.77.